1.
14
Properties=species:S:1:pos:R:3:forces:R:3:mulliken_charge:R:1 method="wB97M-V/def2-TZVPD" homo_lumo_gap_ev=9.722 e_lumo_ha=0.023 total_charge=0 fmax_ev_per_a=2.6 homo_energy_ha=-0.3346 relative_energy_kj_mol=345.4 energy_ha=-287.455667 smiles="C=C1CC(C#N)C1"
N -1.20715 2.84746 -1.61270 0.308 -0.623 0.629 -0.413
C -0.82102 2.08600 -0.83343 -0.358 0.775 -0.668 -0.105
C -0.32722 1.09977 0.11025 -0.143 0.449 0.023 0.404
C 0.97536 0.34740 -0.23793 0.211 0.489 0.244 -0.745
C 0.73500 -2.01896 0.80866 0.339 0.300 -1.398 -0.820
C 0.31900 -0.85762 0.31285 0.323 0.409 0.127 0.384
C -1.07894 -0.27026 0.18296 -0.079 0.020 -0.101 -0.727
H -0.22206 1.53520 1.10509 -0.202 0.078 -0.092 0.306
H 1.06677 0.20393 -1.32995 -0.029 0.070 0.423 0.241
H 1.93876 0.63209 0.17603 -0.004 0.366 0.005 0.380
H 1.80337 -2.14439 0.96038 -0.073 -0.253 -0.254 0.228
H 0.19072 -2.53659 0.01241 -0.682 -2.184 1.332 0.285
H -1.65693 -0.50274 -0.71606 0.204 0.050 -0.030 0.321
H -1.71566 -0.42129 1.06145 0.185 0.054 -0.241 0.261



2.
14
Properties=species:S:1:pos:R:3:forces:R:3:mulliken_charge:R:1 method="wB97M-V/def2-TZVPD" homo_lumo_gap_ev=8.892 e_lumo_ha=0.037 total_charge=0 fmax_ev_per_a=2.0 homo_energy_ha=-0.2895 relative_energy_kj_mol=154.6 energy_ha=-287.528362 smiles="C=Cc1ccc[nH]1"
C -0.51183 -1.00923 1.70906 0.417 -0.299 0.235 -0.417
C 0.29114 0.07578 1.89207 0.493 -0.693 -0.350 -0.421
N 0.52389 0.67941 0.65663 -0.815 -0.924 0.323 -0.113
C -0.20382 -0.04208 -0.30851 0.522 0.080 0.666 0.336
C -0.86393 -1.03460 0.35193 -1.208 0.303 -0.382 -0.402
C 0.55748 1.00915 -2.37893 -0.169 -0.992 0.237 -0.781
C -0.08118 0.00752 -1.75114 1.112 1.642 -0.248 -0.252
H -0.52573 -1.88695 2.34196 -0.769 0.507 0.518 0.331
H 0.76363 0.26967 2.84128 0.427 0.690 -0.358 0.380
H 1.26408 1.33641 0.50929 0.008 0.145 -0.226 0.209
H -1.79571 -1.40951 -0.05265 0.513 -0.990 -0.239 0.333
H 0.95724 1.83223 -1.80199 -0.067 0.237 -0.230 0.231
H 0.79650 0.91541 -3.42836 -0.042 0.297 -0.045 0.262
H -0.34117 -0.88174 -2.30616 -0.420 -0.004 0.099 0.305



3.
14
Properties=species:S:1:pos:R:3:forces:R:3:mulliken_charge:R:1 method="wB97M-V/def2-TZVPD" homo_lumo_gap_ev=11.294 e_lumo_ha=0.029 total_charge=0 fmax_ev_per_a=4.4 homo_energy_ha=-0.3860 relative_energy_kj_mol=313.0 energy_ha=-287.468025 smiles=C#CC(C)(C)C#N
C -1.47355 -0.84907 -1.97832 2.475 2.318 2.777 -0.205
C -0.77126 -0.23316 -1.18933 0.710 -1.096 -0.125 -0.919
C 0.23809 1.70897 -0.25856 -0.127 0.948 -0.092 -0.078
C 1.54617 -0.34674 0.08128 -2.109 -0.419 0.779 -1.304
C -0.68823 -0.10887 1.27342 2.478 -2.541 -0.518 -1.158
C 0.13708 0.29233 -0.05317 -2.546 -1.295 -0.309 1.570
N 0.27973 2.83199 -0.48115 0.144 0.289 0.087 -0.448
H -2.28126 -0.93164 -2.58797 -1.650 -0.824 -1.619 0.427
H 1.96609 0.19634 0.94040 0.284 -0.686 -0.231 0.365
H 2.12892 -0.20147 -0.79451 0.512 -0.009 -0.709 0.419
H 1.29060 -1.42162 0.26583 0.962 0.829 0.031 0.323
H 0.10226 -0.15088 2.05519 -0.659 0.022 -0.190 0.328
H -0.95808 -1.20440 1.03561 0.120 1.720 0.715 0.304
H -1.51656 0.41822 1.69128 -0.595 0.745 -0.596 0.375



4.
14
Properties=species:S:1:pos:R:3:forces:R:3:mulliken_charge:R:1 method="wB97M-V/def2-TZVPD" homo_lumo_gap_ev="10.323 / 7.645" spin_multiplicity=2 e_lumo_ha="-0.131 / -0.264" total_charge=+1 fmax_ev_per_a=1.1 homo_energy_ha="-0.5100 / -0.5451" relative_energy_kj_mol=0.0 energy_ha=-287.306423
N 1.82267 0.69618 -1.04758 0.614 0.055 -0.363 -0.344
C 0.72522 0.32206 -0.40917 0.702 -0.103 -0.100 1.134
C -0.53021 0.39324 -1.06512 -0.793 0.394 -0.066 -0.396
C -1.63648 -0.13315 -0.45526 -0.067 0.362 -0.575 -0.428
C -1.51927 -0.66090 0.82419 0.560 -0.372 0.869 -0.383
C -0.29889 -0.55435 1.55095 -0.204 -0.750 -0.044 -0.491
C 0.84406 -0.17353 0.93274 -0.081 0.677 -0.165 -0.445
H 2.73087 0.70591 -0.59897 -0.171 -0.122 0.144 0.249
H 1.86230 0.85614 -2.04827 -0.358 0.187 0.162 0.259
H -0.67983 0.96499 -1.98237 0.466 -0.392 0.041 0.350
H -2.57569 -0.06751 -0.99493 -0.016 -0.250 0.290 0.384
H -2.28529 -1.23505 1.32655 -0.432 0.332 -0.218 0.398
H -0.28624 -0.93180 2.56335 0.091 0.038 0.045 0.382
H 1.82679 -0.18223 1.40388 -0.311 -0.057 -0.019 0.330



5.
19
Properties=species:S:1:pos:R:3:forces:R:3:mulliken_charge:R:1 method="wB97M-V/def2-TZVPD" homo_lumo_gap_ev="4.027 / 4.027" e_lumo_ha="0.223 / 0.223" total_charge=-2 fmax_ev_per_a=3.9 homo_energy_ha="0.0753 / 0.0753" relative_energy_kj_mol=216.2 energy_ha=-909.368152
C 2.32370 -0.73049 0.95723 -1.877 0.690 -0.383 -0.347
C 1.03603 -0.20235 1.18843 1.776 -0.610 1.446 -0.251
C 2.57013 0.80309 -0.83419 -0.677 2.499 -2.967 -0.017
C -1.31124 -0.52713 -0.49160 -0.078 -0.037 1.483 -0.058
C 3.02675 -0.26353 -0.19207 2.310 -2.429 2.070 -0.485
C 0.60090 0.87352 0.42694 1.033 -0.035 -2.904 -0.427
N 1.40418 1.40917 -0.57528 -0.937 0.064 1.272 -0.691
N -1.22302 -1.58543 -1.17799 0.776 -0.518 -1.753 -0.668
O -3.96158 -0.31797 -0.88103 -1.283 -0.430 -1.800 -0.836
O -3.33181 -0.62811 1.54042 1.193 0.438 0.010 -0.819
O -2.99802 1.63402 0.29689 0.871 -0.170 -2.136 -0.610
P -2.96121 -0.08009 0.18390 -1.498 0.416 0.566 0.746
H 2.76577 -1.53785 1.52507 -0.249 -0.062 0.226 0.337
H 0.37377 -0.48208 2.02530 0.488 -0.320 -0.564 0.324
H 3.09808 1.25481 -1.76772 -0.536 -0.841 1.671 0.232
H 4.03580 -0.72432 -0.34455 -0.931 0.567 -0.347 0.252
H -2.98693 1.84965 -0.70257 -0.128 -0.347 2.403 0.301
H -0.39899 1.23890 0.49266 -0.071 0.733 0.558 0.761
H -2.06231 -1.98382 -1.66984 -0.183 0.393 1.149 0.258



6.
16
Properties=species:S:1:pos:R:3:forces:R:3:mulliken_charge:R:1 method="wB97M-V/def2-TZVPD" homo_lumo_gap_ev=7.880 e_lumo_ha=-0.050 total_charge=0 fmax_ev_per_a=4.0 homo_energy_ha=-0.3392 relative_energy_kj_mol=300.6 energy_ha=-396.977760
C -3.08216 -0.64284 -0.04511 -1.841 -1.594 2.143 -0.820
C -1.79937 0.09382 -0.02155 0.525 1.580 -0.946 0.410
C 0.51958 -0.34054 0.08825 -2.011 -0.519 0.768 0.748
C 1.71330 -1.21266 0.02912 -0.371 -1.199 -0.351 -0.584
C 2.76907 -0.42092 -0.11606 0.369 -0.913 -0.801 -0.159
C 2.15051 0.96980 -0.02656 2.997 0.473 0.737 -0.244
H -3.00410 -1.82343 -0.44086 -0.299 3.588 0.931 0.270
H -3.32569 -0.72586 1.25141 0.253 0.102 -3.963 0.182
H -3.84601 0.07673 -0.56793 1.107 -1.900 1.175 0.301
H -0.86283 1.77471 0.04409 0.170 -0.180 -0.380 0.474
H 1.66963 -2.31647 0.00054 -0.098 0.911 0.030 0.375
H 3.80256 -0.87068 -0.38610 -1.715 1.646 0.741 0.299
H 2.95973 1.76001 0.01539 -1.840 -0.057 -0.177 0.339
N -1.77185 1.37246 -0.14181 -1.142 -1.049 0.576 -0.685
N -0.68361 -0.77036 0.04114 1.544 -0.485 0.292 -0.437
N 0.88134 1.03291 0.19138 2.352 -0.405 -0.775 -0.468



7.
16
Properties=species:S:1:pos:R:3:forces:R:3:mulliken_charge:R:1 method="wB97M-V/def2-TZVPD" homo_lumo_gap_ev="8.314 / 8.093" e_lumo_ha="-0.053 / -0.073" total_charge=0 fmax_ev_per_a=9.9 homo_energy_ha="-0.3588 / -0.3703" relative_energy_kj_mol=413.9 energy_ha=-396.934631 smiles="CC1(C)N=CC(C#N)=N1"
C 2.79489 -0.20738 1.28733 2.420 -0.179 0.636 0.352
C 0.58984 1.00160 1.46823 -0.643 1.238 1.217 -0.295
C 1.49206 0.00348 1.19632 -6.442 -4.587 -6.031 0.174
C -0.45446 -0.12023 -0.11857 -2.243 0.502 0.943 1.529
C -1.61495 -1.11260 -0.35130 -2.619 2.543 0.080 -1.512
C -0.52765 0.65150 -1.49587 0.317 -1.201 1.072 -1.480
N 3.93531 -0.22862 1.32361 1.606 -0.299 0.123 -0.400
N -0.54205 0.93385 0.88230 -1.163 0.035 -1.050 -0.636
N 0.65484 -0.91524 0.10324 4.848 2.919 3.126 -0.526
H 0.77545 1.78213 2.16637 0.165 0.584 0.521 0.466
H -1.15535 -1.68684 -1.08234 0.024 -1.406 -1.657 0.487
H -2.68652 -0.67609 -0.65795 2.734 -0.635 0.459 0.249
H -1.76442 -1.71331 0.46621 -0.456 -1.454 2.148 0.424
H -1.15593 1.50527 -1.34335 -0.307 0.250 -0.295 0.389
H -0.81906 -0.07723 -2.23974 -0.247 0.363 -0.273 0.361
H 0.47800 0.85970 -1.60448 2.005 1.327 -1.018 0.419



8.
18
Properties=species:S:1:pos:R:3:forces:R:3:mulliken_charge:R:1 method="wB97M-V/def2-TZVPD" homo_lumo_gap_ev=8.110 e_lumo_ha=-0.033 total_charge=0 fmax_ev_per_a=7.9 homo_energy_ha=-0.3312 relative_energy_kj_mol=812.0 energy_ha=-547.275177
C 1.20969 1.89893 -0.03811 0.851 1.488 0.943 -0.871
C 0.33123 0.66725 -0.06820 0.881 0.600 -1.952 0.455
C -1.01966 0.67634 -0.39223 0.602 -0.281 1.839 -0.867
C -1.74789 -0.49217 -0.07416 -5.251 5.473 0.111 0.610
C 0.09184 -1.73282 -0.18496 2.113 -0.922 0.106 -0.040
C 0.94226 -0.60373 0.03040 -0.762 -0.775 0.433 0.088
H 1.02617 1.93709 1.47074 1.160 0.788 -4.336 0.230
H 0.75815 2.92803 -0.72564 1.161 -3.269 2.680 0.253
H 2.65563 1.51405 -0.43418 -4.925 1.572 1.482 0.366
H -1.52516 1.59902 -0.41740 -0.514 1.020 -0.325 0.378
H -3.80288 0.29137 0.23945 -0.233 1.961 -0.301 0.144
H -3.61471 -1.27532 0.68113 1.339 0.963 -0.963 0.228
H 0.71817 -2.73028 -0.46694 -2.341 2.217 1.027 0.322
N -3.15858 -0.43580 0.24862 1.552 -2.891 0.481 -0.418
N -1.27053 -1.62528 -0.09274 5.051 -6.087 -0.397 -0.589
N 2.43973 -0.77479 0.16581 -2.199 -4.134 -3.380 0.862
O 2.75119 -1.98742 -0.08074 0.344 2.846 1.429 -0.570
O 3.21536 0.14552 0.13915 1.171 -0.570 1.123 -0.583



9.
19
Properties=species:S:1:pos:R:3:forces:R:3:mulliken_charge:R:1 method="wB97M-V/def2-TZVPD" homo_lumo_gap_ev="7.128 / 7.129" e_lumo_ha="-0.034 / -0.034" total_charge=0 fmax_ev_per_a=6.5 homo_energy_ha="-0.2964 / -0.2964" relative_energy_kj_mol=497.7 energy_ha=-622.600969
C 0.25236 1.64153 -0.26434 -1.218 -0.894 0.790 -0.836
C 1.54847 1.38757 -0.14456 0.429 -1.861 -1.347 -0.477
C -0.89515 0.76908 -0.11625 1.572 -0.763 0.631 1.118
C -0.57226 -0.54388 0.17078 5.567 -0.235 -0.744 -0.259
C 1.16868 -0.93573 0.12104 -6.428 0.700 0.169 0.430
C -2.22851 1.42824 -0.15450 0.397 1.453 -1.502 -1.357
N 1.99303 0.08484 -0.08177 -0.759 -0.114 0.562 0.562
N 1.63252 -2.18781 0.05712 0.444 1.937 -0.626 -0.362
N -1.39781 -1.71121 0.41264 0.464 2.162 -0.187 1.002
O 3.23096 -0.15418 -0.19551 2.040 -0.498 -0.234 -0.858
O -0.85824 -2.73431 0.71892 0.363 -1.356 0.329 -0.652
O -2.58130 -1.52951 0.32175 -1.446 -0.143 -0.149 -0.626
H 0.12457 2.65807 -0.27078 -1.162 2.395 -0.467 0.394
H 2.32093 2.08201 -0.44989 0.054 0.024 0.665 0.383
H -2.92620 0.87408 0.39978 -1.147 -0.607 0.469 0.421
H -2.13149 2.45751 0.25966 -0.083 -0.739 -0.173 0.366
H -2.56968 1.58216 -1.23063 0.305 -0.452 1.301 0.279
H 1.28474 -3.00771 0.43333 -1.627 -1.081 0.818 0.226
H 2.60442 -2.16075 0.01321 2.236 0.072 -0.304 0.247



10.
20
Properties=species:S:1:pos:R:3:forces:R:3:mulliken_charge:R:1 method="wB97M-V/def2-TZVPD" homo_lumo_gap_ev="6.320 / 6.330" e_lumo_ha="-0.072 / -0.071" total_charge=0 fmax_ev_per_a=4.2 homo_energy_ha="-0.3038 / -0.3040" relative_energy_kj_mol=301.9 energy_ha=-1020.796374
C -1.31654 0.18182 -0.44494 0.879 -3.167 2.563 -0.830
C -1.13428 -0.80819 0.60487 -0.997 0.571 -0.301 -0.397
C -0.43755 0.21965 -1.45336 0.953 0.951 -1.706 -0.141
C -0.02877 -1.66394 0.60385 -0.818 0.944 -1.779 -0.742
C 0.69053 -0.57316 -1.51384 2.530 -0.454 -0.317 -0.259
C 0.85746 -1.48808 -0.48154 0.800 0.121 0.476 0.988
N 2.03481 -2.31140 -0.38930 -0.310 0.190 -0.381 -0.424
N 1.24998 1.46419 0.78115 1.455 0.849 -1.818 -0.460
N 3.14573 -2.04419 -0.06695 -0.474 -0.017 0.040 0.978
O 4.18278 -2.53914 0.14087 -0.181 0.793 -0.116 -0.450
O 3.35742 -0.07155 0.35374 -0.357 0.038 0.040 -0.580
O 2.72629 1.87712 -1.17301 0.419 -0.345 -0.184 -0.539
S 2.96250 1.41784 0.19068 -1.817 0.646 0.255 0.511
H -2.08294 0.87530 -0.40455 -1.583 1.034 0.191 0.531
H -1.95507 -0.88290 1.36124 1.068 -0.028 -0.548 0.310
H -0.53193 0.99045 -2.19900 -0.080 0.130 -0.245 0.363
H 0.14788 -2.52623 1.22154 -0.214 0.167 0.597 0.475
H 1.58150 -0.35962 -2.23951 -2.072 -0.549 1.280 0.232
H 1.13236 0.83327 1.49375 -0.449 -1.554 2.200 0.244
H 0.58739 2.25187 0.80399 1.248 -0.318 -0.248 0.188